[1]
{
  "formula": "C4H4O",
  "method": "wB97M-V/def2-TZVPD",
  "homo_ev": -10.021,
  "max_force_ha_per_bohr": 0.066,
  "spin_multiplicity": 1,
  "total_charge": 0,
  "lumo_ev": 1.1,
  "relative_energy_kj_mol": 294.8,
  "homo_lumo_gap_ev": 11.10,
  "smiles": "C#C[C@@H]1CO1",
  "total_energy_ev": -6256.324,
  "elements": ["C", "C", "C", "C", "H", "H", "H", "H", "O"],
  "xyz": [[-2.24, -0.14, -0.25], [-1.13, -0.33, 0.12], [0.24, -0.17, 0.57], [1.29, 0.39, -0.23], [-3.21, 0.05, -0.59], [0.54, -0.54, 1.54], [1.12, 1.03, -1.08], [2.26, 0.70, 0.34], [1.13, -0.99, -0.42]],
  "nbo_charge": [-0.18, -0.05, -0.04, -0.08, 0.23, 0.23, 0.19, 0.18, -0.48]
}

***

[2]
{
  "formula": "C3H7N3S2",
  "method": "wB97M-V/def2-TZVPD",
  "homo_ev": [-8.267, -8.269],
  "max_force_ha_per_bohr": 0.072,
  "spin_multiplicity": 1,
  "total_charge": 0,
  "lumo_ev": [-2.3, -2.3],
  "relative_energy_kj_mol": 475.0,
  "homo_lumo_gap_ev": [5.95, 5.96],
  "total_energy_ev": -29360.704,
  "elements": ["C", "C", "C", "N", "N", "N", "S", "S", "H", "H", "H", "H", "H", "H", "H"],
  "xyz": [[2.94, 0.04, 0.00], [-1.79, -1.83, 0.11], [-0.09, 2.45, -0.03], [3.87, 0.73, -0.05], [1.81, -0.55, -0.07], [-0.28, -1.90, -0.10], [-1.05, 1.38, 1.03], [0.73, -1.04, 0.93], [-2.21, -2.64, -0.41], [-1.89, -1.89, 1.14], [-2.06, -0.92, -0.36], [0.09, 1.98, -1.14], [0.87, 2.90, 0.30], [-0.78, 3.30, -0.29], [-0.15, -2.02, -1.05]],
  "nbo_charge": [0.39, -0.40, -0.81, -0.37, -0.83, -0.78, -0.17, 1.22, 0.21, 0.21, 0.23, 0.22, 0.23, 0.24, 0.41]
}

***

[3]
{
  "formula": "C5H4FN",
  "method": "wB97M-V/def2-TZVPD",
  "homo_ev": -10.216,
  "max_force_ha_per_bohr": 0.061,
  "spin_multiplicity": 1,
  "total_charge": 0,
  "lumo_ev": 0.8,
  "relative_energy_kj_mol": 231.9,
  "homo_lumo_gap_ev": 11.04,
  "smiles": "N#C[C@H]1C=C(F)C1",
  "total_energy_ev": -9454.781,
  "elements": ["C", "C", "C", "C", "C", "N", "F", "H", "H", "H", "H"],
  "xyz": [[-1.82, 0.73, 0.02], [0.38, 0.76, -1.02], [1.11, 0.71, 0.08], [0.31, -0.31, 0.82], [-0.70, -0.15, -0.40], [-2.55, 1.35, 0.66], [2.25, 1.25, 0.49], [0.35, 1.14, -2.08], [0.73, -1.31, 0.86], [-0.30, -0.06, 1.80], [-1.22, -0.95, -1.01]],
  "nbo_charge": [0.27, -0.27, 0.42, -0.43, -0.33, -0.33, -0.29, 0.24, 0.23, 0.24, 0.25]
}

***

[4]
{
  "formula": "CH2N3O3S",
  "method": "wB97M-V/def2-TZVPD",
  "homo_ev": -5.263,
  "max_force_ha_per_bohr": 0.127,
  "spin_multiplicity": 1,
  "total_charge": -1,
  "lumo_ev": 4.1,
  "relative_energy_kj_mol": 206.3,
  "homo_lumo_gap_ev": 9.33,
  "total_energy_ev": -22515.002,
  "elements": ["C", "N", "N", "N", "O", "O", "O", "S", "H", "H"],
  "xyz": [[-1.17, 0.26, -0.91], [-1.93, 0.31, 0.16], [-1.02, -0.70, 0.71], [-0.22, -0.68, -0.42], [1.04, 0.48, 1.68], [2.35, -1.04, -0.06], [1.56, 1.09, -0.79], [1.30, -0.05, 0.06], [-1.33, 0.69, -1.96], [-0.60, -0.37, 1.54]],
  "nbo_charge": [0.14, -0.30, -0.32, -0.52, -1.01, -0.96, -1.00, 2.36, 0.19, 0.41]
}

***

Copy entry 3 word for word.
{
  "formula": "C5H4FN",
  "method": "wB97M-V/def2-TZVPD",
  "homo_ev": -10.216,
  "max_force_ha_per_bohr": 0.061,
  "spin_multiplicity": 1,
  "total_charge": 0,
  "lumo_ev": 0.8,
  "relative_energy_kj_mol": 231.9,
  "homo_lumo_gap_ev": 11.04,
  "smiles": "N#C[C@H]1C=C(F)C1",
  "total_energy_ev": -9454.781,
  "elements": ["C", "C", "C", "C", "C", "N", "F", "H", "H", "H", "H"],
  "xyz": [[-1.82, 0.73, 0.02], [0.38, 0.76, -1.02], [1.11, 0.71, 0.08], [0.31, -0.31, 0.82], [-0.70, -0.15, -0.40], [-2.55, 1.35, 0.66], [2.25, 1.25, 0.49], [0.35, 1.14, -2.08], [0.73, -1.31, 0.86], [-0.30, -0.06, 1.80], [-1.22, -0.95, -1.01]],
  "nbo_charge": [0.27, -0.27, 0.42, -0.43, -0.33, -0.33, -0.29, 0.24, 0.23, 0.24, 0.25]
}